C3H4OS | ωB97M-V/def2-TZVPD

Properties
HOMO (alpha / beta) (eV): -8.7 / -8.7
Orbital gap (alpha / beta) (eV): 7.59 / 7.57

The geometry in XYZ format:
```
9
Properties=species:S:1:pos:R:3:nbo_charge:R:1
C 0.3452 1.7873 -0.3775 -0.244
C 0.5303 0.6136 -0.1826 0.000
C 0.8377 -0.7764 0.3011 -0.727
O -2.2820 -0.9829 -0.5269 -0.735
S -2.3090 0.1894 0.3294 0.723
H 0.0990 2.6860 -0.7508 0.221
H 1.8950 -1.1762 0.1990 0.248
H 0.1777 -1.3333 -0.4380 0.262
H 0.7061 -1.0075 1.4464 0.253
```



C28H38BN8O6S3W | ωB97M-V/def2-TZVPD

Properties
HOMO (eV): -10.5
Net charge: +1
Orbital gap (eV): 6.81

The geometry in XYZ format:
```
85
Properties=species:S:1:pos:R:3:lowdin_charge:R:1
W 1.0405 -1.0341 -0.5963 1.347
O 2.9848 0.3558 -4.1864 0.206
C 2.6348 0.0197 -2.9723 -0.436
O 1.4676 -0.0402 -2.6045 -0.116
C 3.7113 -0.2595 -2.0090 -0.157
C 5.0676 -0.1481 -2.2137 0.060
C 5.9102 -0.4168 -1.1342 0.014
C 5.3648 -0.7553 0.0910 0.070
C 3.9838 -0.8434 0.2012 -0.138
N 3.1957 -0.6119 -0.8295 0.002
C 3.2212 -1.1264 1.4734 -0.554
O 3.7951 -1.3144 2.5160 0.123
O 1.9323 -1.0654 1.2958 -0.302
H 2.1857 0.4993 -4.7214 0.167
H 5.4487 0.1400 -3.1828 0.135
H 6.9825 -0.3482 -1.2541 0.126
H 5.9683 -0.9527 0.9658 0.139
C 0.6113 -2.9214 5.3261 -0.046
C 0.2087 -2.9330 3.8543 -0.522
C -1.0949 -3.7164 3.7028 -0.034
C 1.3441 -3.5605 3.0502 -0.026
N -0.0557 -1.5112 3.4244 0.029
C 0.0488 -0.4139 4.2529 -0.008
C -0.4200 0.6528 3.5750 -0.025
N -0.8229 0.2248 2.3299 0.052
B -1.7797 1.1173 1.4868 -0.550
N -1.1274 2.2906 0.6948 0.039
C -1.9155 3.3817 0.4078 -0.027
C -1.2002 4.2273 -0.3573 -0.015
N 0.0424 3.6524 -0.5517 0.021
C 0.0601 2.4628 0.0957 -0.641
S 1.4132 1.4007 0.2531 0.781
C 1.1621 4.3086 -1.3051 -0.535
C 2.2924 4.6358 -0.3319 -0.030
C 0.6476 5.6066 -1.9235 -0.048
C 1.6319 3.3906 -2.4334 -0.039
N -2.6768 0.2814 0.5461 0.025
C -3.9107 -0.1675 0.9489 -0.024
C -4.4580 -0.8475 -0.0787 -0.014
N -3.5529 -0.8225 -1.1211 0.028
C -2.4608 -0.1398 -0.7093 -0.630
S -1.0257 0.1772 -1.6249 0.762
C -3.8043 -1.4399 -2.4701 -0.534
C -5.1917 -2.0762 -2.4649 -0.050
C -3.7716 -0.3403 -3.5295 -0.034
C -2.7654 -2.5248 -2.7357 -0.030
C -0.5606 -1.0928 2.2453 -0.572
S -0.7016 -2.0649 0.8056 0.805
H 0.7848 -3.9525 5.6293 0.097
H -0.1729 -2.5155 5.9669 0.092
H 1.5391 -2.3708 5.4851 0.094
H -0.9528 -4.7216 4.0995 0.095
H -1.3914 -3.8059 2.6596 0.045
H -1.8998 -3.2375 4.2636 0.095
H 1.4779 -4.5826 3.4080 0.100
H 2.2720 -3.0149 3.2107 0.074
H 1.1316 -3.5975 1.9856 0.047
H 0.4372 -0.4722 5.2501 0.122
H -0.5334 1.6762 3.8848 0.134
H -2.5223 1.6394 2.2755 0.128
H -2.9204 3.4640 0.7813 0.132
H -1.4729 5.1806 -0.7633 0.118
H 1.9340 5.2955 0.4595 0.097
H 3.0901 5.1498 -0.8692 0.096
H 2.7042 3.7360 0.1203 0.044
H 0.3356 6.3266 -1.1669 0.091
H -0.1744 5.4300 -2.6185 0.095
H 1.4658 6.0565 -2.4833 0.096
H 2.1490 2.5224 -2.0353 0.028
H 2.3167 3.9459 -3.0752 0.096
H 0.7825 3.0542 -3.0314 0.099
H -4.2970 0.0456 1.9294 0.132
H -5.4130 -1.3284 -0.1492 0.119
H -5.9819 -1.3448 -2.2902 0.091
H -5.2688 -2.8801 -1.7321 0.093
H -5.3584 -2.5118 -3.4485 0.096
H -4.5126 0.4298 -3.3080 0.095
H -4.0122 -0.7770 -4.4990 0.095
H -2.7890 0.1208 -3.5980 0.041
H -2.7606 -3.2586 -1.9284 0.099
H -1.7642 -2.1192 -2.8368 0.034
H -3.0265 -3.0362 -3.6630 0.098
O 1.8237 -2.9205 -0.4811 -0.284
N 1.6377 -2.5277 -1.7679 -0.253
O 0.2815 -2.4347 -1.8652 -0.368
```



C5H16N3OP | ωB97M-V/def2-TZVPD

Properties
HOMO (eV): -8.5
Orbital gap (eV): 9.35

The geometry in XYZ format:
```
26
Properties=species:S:1:pos:R:3:nbo_charge:R:1
C -1.3229 1.3783 -1.2797 -0.398
C 0.1433 -0.3065 -2.4326 -0.442
C -1.4808 -1.7316 0.4103 -0.405
C 0.2084 -1.6214 2.0813 -0.418
C 1.3284 2.4064 1.2695 -0.227
N 2.1082 -0.1081 0.0620 -1.328
N -0.2725 0.4665 -1.2320 -0.844
N -0.4505 -0.9697 1.0647 -0.753
O 0.2759 1.4613 0.9070 -0.847
P 0.5710 0.0922 0.1014 2.327
H -1.7135 1.4454 -0.1633 0.237
H -1.0292 2.3748 -1.6610 0.197
H -2.2470 0.8831 -1.8705 0.183
H 0.5057 -1.3443 -2.2648 0.211
H -0.5802 -0.4621 -3.2484 0.214
H 0.9647 0.1266 -3.1287 0.197
H -1.9412 -1.1439 -0.3625 0.204
H -1.1003 -2.7072 0.0178 0.171
H -2.3030 -1.8934 1.1126 0.196
H 1.2141 -1.1372 1.9248 0.234
H -0.2437 -1.5563 3.1202 0.189
H 0.3532 -2.7623 1.8594 0.160
H 0.6834 3.0308 2.0173 0.190
H 1.6941 2.9579 0.4803 0.176
H 2.1318 1.8785 1.7059 0.201
H 2.5025 -0.7578 -0.4911 0.373
```



CH6NO | ωB97M-V/def2-TZVPD

Properties
HOMO (eV): -14.9
Net charge: +1
Orbital gap (eV): 8.39

The geometry in XYZ format:
```
9
Properties=species:S:1:pos:R:3:nbo_charge:R:1
C -0.5582 0.8128 0.7599 0.434
N 0.3591 -1.4229 -0.8444 -1.099
O 0.0977 1.8531 1.0229 -0.505
H -1.3411 0.7582 0.1250 0.202
H -0.2069 -0.0097 1.4552 0.243
H 0.3913 -0.8574 -1.6815 0.383
H 1.3494 -1.4593 -0.5517 0.380
H 0.0215 -2.3954 -0.8910 0.409
H -0.1127 2.7206 0.6057 0.553
```



C2H7N3OP | ωB97M-V/def2-TZVPD

Properties
HOMO (eV): -13.4
Net charge: +1
Orbital gap (eV): 8.80

The geometry in XYZ format:
```
14
Properties=species:S:1:pos:R:3:nbo_charge:R:1
C 0.3149 1.4260 -0.2300 0.931
C 2.2743 0.3736 0.3468 -0.435
N -2.2718 -1.0986 -0.0204 -1.133
N 0.8945 0.2980 -0.1064 -0.235
N 0.2991 -0.8988 -0.2268 -0.653
O -0.0123 2.5004 -0.4073 -0.298
P -3.6113 -0.3314 -0.2897 0.964
H 3.0345 0.2728 -0.6265 0.274
H 2.3760 1.3975 0.8527 0.246
H 2.3912 -0.3293 1.1914 0.253
H -2.4478 -2.0166 0.3055 0.393
H -0.7647 -0.8977 -0.0685 0.413
H 0.7364 -1.6110 0.2287 0.381
H -3.2130 0.9151 -0.9494 -0.103
```



C25H14BeBrCl2N4O4 | ωB97M-V/def2-TZVPD

Properties
HOMO (alpha / beta) (eV): -5.1 / -3.0
Net charge: -1
Orbital gap (alpha / beta) (eV): 7.18 / 4.14

The geometry in XYZ format:
```
51
Properties=species:S:1:pos:R:3:nbo_charge:R:1
Be -15.8540 6.3221 -1.8066 1.673
O -21.3723 9.8699 -0.5119 -0.510
N -20.6090 10.4613 -1.2796 0.458
O -20.8909 11.5297 -1.8751 -0.522
C -19.3489 9.8657 -1.5940 -0.015
C -18.6111 10.4697 -2.5939 -0.263
C -17.3648 9.8814 -2.9686 -0.076
C -16.5943 10.2990 -4.0691 -0.163
C -15.5154 9.5182 -4.4617 -0.252
C -15.2403 8.3239 -3.8171 0.017
N -15.9199 7.9221 -2.7274 -0.551
C -16.9379 8.6959 -2.2999 0.199
C -17.6781 8.1684 -1.2304 0.149
N -17.0834 7.0942 -0.6502 -0.583
C -17.7258 6.5238 0.3854 0.051
C -19.0135 6.9032 0.7460 -0.262
C -19.6428 8.0052 0.1506 -0.165
C -18.9562 8.6824 -0.8588 0.006
H -19.0728 11.3259 -3.0498 0.254
H -16.8411 11.2004 -4.5840 0.212
H -14.9121 9.8718 -5.3080 0.215
H -14.4174 7.6690 -4.1099 0.204
H -17.1562 5.7356 0.8969 0.219
H -19.5368 6.3793 1.5293 0.216
H -20.6085 8.2976 0.4999 0.263
Cl -16.8893 3.2462 -0.3675 0.069
C -17.6539 3.1907 -1.8492 -0.067
C -18.5474 2.1643 -2.0634 -0.249
C -19.1875 1.9877 -3.3085 -0.191
C -18.8844 2.9120 -4.3253 -0.262
C -17.9996 3.9593 -4.1409 -0.052
Cl -17.7888 5.0016 -5.4443 0.041
C -17.3302 4.2065 -2.8567 0.105
N -16.5448 5.1542 -2.6502 -0.909
H -18.7521 1.4701 -1.2432 0.215
H -19.9044 1.1808 -3.4948 0.212
H -19.3512 2.8696 -5.3141 0.216
Br -8.5292 3.4426 -2.0317 0.018
C -9.9413 4.6900 -2.3198 -0.086
C -9.7411 5.6914 -3.2747 -0.248
C -10.7797 6.6330 -3.3830 -0.210
C -11.9487 6.5727 -2.6068 -0.205
C -12.1568 5.4917 -1.7395 -0.054
C -11.1082 4.5681 -1.5593 -0.229
C -13.5251 5.2944 -1.0843 0.780
O -13.6837 4.3342 -0.3515 -0.638
O -14.3637 6.2469 -1.3066 -0.941
H -8.8052 5.7615 -3.8081 0.224
H -10.6361 7.4716 -4.0304 0.206
H -12.7242 7.3249 -2.7268 0.232
H -11.1928 3.7970 -0.7879 0.248
```



Maximum force for the records above, in order: 3.02 0.21 4.69 5.45 3.70 2.19 eV/Å